{
  "formula": "C2H18NO5",
  "method": "ωB97M-V/def2-TZVPD",
  "charge": 1,
  "multiplicity": 1,
  "e_above_lowest_kcal_mol": 61.8,
  "elements": ["C", "N", "C", "H", "H", "H", "H", "H", "H", "H", "H", "H", "H", "O", "H", "H", "O", "H", "H", "O", "H", "H", "O", "H", "H", "O"],
  "xyz": [[0.556, 0.870, 1.146], [0.277, -0.514, 1.037], [1.406, -1.531, 1.353], [0.247, 1.365, 0.157], [0.206, 1.322, 2.149], [1.675, 1.027, 1.033], [-0.078, -0.793, 0.056], [-0.531, -0.811, 1.737], [2.277, -1.243, 0.836], [0.887, -2.520, 1.175], [1.551, -1.648, 2.460], [-2.383, -1.225, -0.776], [-1.710, 0.236, -0.616], [-1.687, -0.755, -0.731], [-0.931, 1.948, -1.778], [-2.432, 1.687, -1.651], [-1.621, 1.694, -1.116], [-0.243, -0.493, -2.387], [0.844, -1.652, -2.854], [0.615, -0.929, -2.221], [-2.235, 1.959, 1.805], [-2.723, 0.517, 1.959], [-2.030, 1.053, 1.591], [3.213, -0.420, -1.433], [2.077, 0.473, -1.811], [2.773, 0.383, -1.119]],
  "mulliken_charge": [-0.559, -0.029, -0.792, 0.015, 0.327, 0.352, 0.341, 0.390, 0.273, 0.354, 0.355, 0.190, 0.364, -0.602, 0.316, 0.321, -0.651, 0.287, 0.280, -0.579, 0.271, 0.264, -0.508, 0.301, 0.325, -0.606]
}

---

{
  "formula": "C20H17BrSc",
  "method": "ωB97M-V/def2-TZVPD",
  "charge": -1,
  "multiplicity": 1,
  "energy_ev": -111759.5221,
  "elements": ["C", "C", "C", "H", "C", "C", "H", "H", "H", "H", "Sc", "Br", "C", "C", "C", "H", "C", "C", "H", "H", "H", "H", "C", "C", "C", "C", "C", "C", "C", "C", "C", "C", "H", "H", "H", "H", "H", "H", "H"],
  "xyz": [[-1.308, -1.500, -3.086], [-2.473, -0.645, -3.068], [-2.058, 0.735, -3.099], [-3.454, -1.053, -2.922], [-0.628, 0.716, -3.256], [-0.174, -0.683, -3.191], [0.832, -1.122, -3.308], [-1.266, -2.598, -3.125], [-2.687, 1.588, -2.898], [0.100, 1.500, -3.069], [-1.269, 0.122, -1.062], [-3.286, -0.527, 0.372], [0.721, -2.551, 1.075], [1.540, -2.612, -0.079], [0.842, -3.383, -1.072], [2.521, -2.093, -0.204], [-0.385, -3.820, -0.513], [-0.476, -3.303, 0.818], [-1.363, -3.397, 1.490], [0.908, -1.940, 1.979], [1.178, -3.539, -2.133], [-1.173, -4.368, -1.070], [-0.050, 2.519, 4.086], [-0.739, 1.333, 3.739], [-0.559, 0.753, 2.486], [0.279, 1.375, 1.498], [0.419, 1.045, 0.153], [1.498, 1.326, -0.637], [2.297, 2.435, -0.202], [2.047, 3.030, 1.019], [1.088, 2.490, 1.931], [0.878, 3.067, 3.206], [-0.181, 2.971, 5.057], [-1.413, 0.871, 4.500], [-1.119, -0.160, 2.231], [1.803, 0.747, -1.525], [3.076, 2.790, -0.869], [2.605, 3.922, 1.317], [1.428, 3.960, 3.433]],
  "mulliken_charge": [-0.032, -0.623, -0.650, 0.482, -0.590, -0.361, 0.330, 0.458, 0.400, 0.608, 0.322, -0.502, -0.535, -0.612, -0.589, 0.388, -0.598, -0.561, 0.331, 0.524, 0.464, 0.387, -0.417, -0.835, -0.096, 0.680, -0.093, -0.410, -0.773, -0.915, 0.931, -0.744, 0.362, 0.333, 0.408, 0.509, 0.367, 0.291, 0.361]
}

---

{
  "formula": "C4H3I",
  "method": "ωB97M-V/def2-TZVPD",
  "charge": 0,
  "multiplicity": 1,
  "e_above_lowest_kcal_mol": 170.0,
  "elements": ["C", "C", "C", "C", "I", "H", "H", "H"],
  "xyz": [[3.093, -0.445, 0.262], [1.913, -0.276, 0.246], [-0.766, 0.011, -0.262], [-1.725, 0.746, -0.374], [-4.243, -0.115, 0.099], [4.102, -0.656, 0.598], [-0.397, -0.980, -0.276], [-1.976, 1.715, -0.293]],
  "mulliken_charge": [-0.426, -0.249, 0.137, -0.753, 0.116, 0.308, 0.413, 0.453]
}

---

{
  "formula": "C6H12N",
  "method": "ωB97M-V/def2-TZVPD",
  "charge": 1,
  "multiplicity": 1,
  "e_above_lowest_kcal_mol": 163.7,
  "elements": ["C", "C", "C", "C", "C", "C", "N", "H", "H", "H", "H", "H", "H", "H", "H", "H", "H", "H", "H"],
  "xyz": [[0.392, 0.154, 0.695], [-0.951, -1.952, 1.320], [-0.371, -1.298, 2.608], [1.243, 1.243, 1.058], [0.310, 0.565, -2.970], [-0.865, 0.956, -2.202], [-0.159, -0.743, 1.370], [-0.431, -2.861, 0.925], [-1.902, -1.911, 0.870], [-1.087, -0.687, 3.316], [0.305, -1.982, 3.126], [1.068, 2.354, 0.881], [2.050, 1.172, 0.381], [1.476, 1.261, 2.208], [0.641, -0.447, -2.919], [1.097, 1.235, -2.753], [-0.092, 0.710, -3.964], [-1.409, 0.328, -1.408], [-1.315, 1.904, -2.544]],
  "mulliken_charge": [0.473, -0.464, -0.405, -0.981, -0.756, -0.481, 0.131, 0.267, 0.278, 0.267, 0.272, 0.336, 0.302, 0.286, 0.294, 0.268, 0.338, 0.288, 0.287]
}

---

{
  "formula": "C2H4LiO2Yb",
  "method": "ωB97M-V/def2-TZVPD",
  "charge": 1,
  "multiplicity": 1,
  "e_above_lowest_kcal_mol": 23.6,
  "elements": ["O", "C", "C", "O", "Li", "Yb", "H", "H", "H", "H"],
  "xyz": [[-2.637, 0.324, 1.035], [0.896, -0.913, -0.168], [1.307, 0.319, -0.844], [0.853, 0.422, 0.516], [-4.280, 0.258, 0.578], [-0.931, 1.470, 1.520], [0.017, -1.555, -0.120], [1.722, -1.591, 0.057], [0.682, 0.723, -1.643], [2.371, 0.543, -0.930]],
  "mulliken_charge": [-1.134, -0.248, -0.203, -0.343, 0.825, 1.137, 0.256, 0.210, 0.262, 0.237]
}